Entry 1:
23
Properties=species:S:1:pos:R:3:lowdin_charge:R:1 method="wB97M-V/def2-TZVPD" e_homo_ev=-9.04 energy_ha=-351.3118 smiles=Cc1ccccc1.CC de_lowest_kcal_mol=11.6 orbital_gap_ev=10.033
C -2.5695 -0.7824 -0.0623 -0.063
C 1.1972 -0.8883 -0.6820 -0.096
C 1.2529 -0.6511 -2.0142 -0.110
C -0.0456 -0.8744 -0.0476 -0.067
C -1.2434 -0.7544 -0.7151 -0.290
C 0.0735 -0.4690 -2.7364 -0.089
C -1.1769 -0.5272 -2.1152 -0.040
H 2.0174 -1.0027 0.0152 0.104
H 2.1649 -0.4706 -2.5714 0.101
H -0.0646 -1.1732 0.9955 0.106
H 0.0325 -0.3298 -3.8078 0.097
H -2.5128 -1.2278 0.9334 0.077
H -3.3990 -1.1836 -0.6359 0.078
H -2.0225 -0.4205 -2.7807 0.105
H -2.8557 0.2621 0.1451 0.090
C 1.0787 2.5912 2.8014 -0.167
C 1.3837 1.3578 3.6509 -0.175
H 0.7773 2.3297 1.7870 0.054
H 0.2939 3.1574 3.3008 0.059
H 1.9277 3.2670 2.6913 0.060
H 0.8164 0.4644 3.3949 0.051
H 2.4278 1.0391 3.6652 0.057
H 1.1983 1.6293 4.6938 0.059

---

Entry 2:
23
Properties=species:S:1:pos:R:3:lowdin_charge:R:1 method="wB97M-V/def2-TZVPD" e_homo_ev=-8.86 energy_ha=-351.2769 smiles=Cc1ccccc1.CC de_lowest_kcal_mol=33.4 orbital_gap_ev=9.853
C -0.4395 -0.3128 2.0277 -0.077
C 1.4112 -0.6902 0.3311 -0.082
C 0.5692 0.1776 1.0343 -0.301
C 2.4412 -0.1336 -0.4173 -0.070
C 0.8564 1.5251 0.9069 -0.073
C 2.4658 1.2635 -0.8248 -0.070
C 1.8062 2.0894 0.0489 -0.104
H 1.1814 -1.7452 0.2347 0.114
H 3.1066 -0.7722 -0.9860 0.092
H -1.4845 -0.0009 1.9585 0.073
H -0.2006 -0.1558 3.0858 0.081
H 0.2749 2.1864 1.5468 0.111
H 2.9706 1.5786 -1.7241 0.095
H 1.9435 3.1851 0.2212 0.117
H -0.4240 -1.4111 2.0675 0.075
C -1.5821 -0.6269 -1.7170 -0.147
C -2.5814 -1.0492 -0.5682 -0.135
H -1.6326 -1.2547 -2.5951 0.045
H -1.7945 0.3573 -2.1540 0.058
H -0.5178 -0.5995 -1.3315 0.051
H -3.2946 -0.2571 -0.4638 0.051
H -2.0436 -1.4215 0.3344 0.046
H -3.0319 -1.9322 -1.0161 0.051

---

Entry 3:
23
Properties=species:S:1:pos:R:3:lowdin_charge:R:1 method="wB97M-V/def2-TZVPD" e_homo_ev=-8.92 energy_ha=-351.2793 smiles=Cc1ccccc1.CC de_lowest_kcal_mol=31.9 orbital_gap_ev=9.925
C -1.7041 2.3729 -0.5224 -0.075
C 0.4252 -0.1771 1.2740 -0.115
C -0.5528 -0.9489 1.8834 -0.111
C 0.1026 0.9294 0.5170 -0.064
C -1.2292 1.3081 0.3752 -0.287
C -1.8501 -0.4820 1.8875 -0.102
C -2.1855 0.7075 1.2408 -0.046
H 1.4875 -0.3897 1.5177 0.115
H -0.3346 -1.8944 2.3009 0.088
H 0.8504 1.5288 -0.0117 0.114
H -2.6357 -1.0179 2.5883 0.141
H -0.8742 2.7292 -1.1561 0.072
H -1.8130 3.3596 -0.0205 0.096
H -3.1947 1.0099 1.2963 0.092
H -2.4676 2.0633 -1.2454 0.088
C 1.5170 -2.0007 -1.3949 -0.155
C 2.4111 -0.7488 -1.5136 -0.162
H 0.6816 -1.8523 -2.0579 0.065
H 1.9810 -2.8159 -1.9649 0.057
H 1.5708 -2.4085 -0.4257 0.043
H 2.5979 -0.2754 -0.5210 0.053
H 3.3279 -1.0063 -1.9890 0.047
H 1.8887 0.0091 -2.0579 0.047

---

Entry 4:
23
Properties=species:S:1:pos:R:3:lowdin_charge:R:1 method="wB97M-V/def2-TZVPD" e_homo_ev=-9.04 energy_ha=-351.3209 smiles=Cc1ccccc1.CC de_lowest_kcal_mol=5.9 orbital_gap_ev=10.075
C 1.0623 -3.0745 -1.9586 -0.180
C 1.0144 -3.5403 -0.5098 -0.164
H 1.7309 -3.6939 -2.5512 0.056
H 0.1087 -3.2606 -2.4563 0.062
H 1.3696 -2.0424 -2.0879 0.054
H 0.2846 -2.9702 0.0806 0.038
H 1.9370 -3.2576 0.0151 0.070
H 0.7326 -4.5815 -0.4106 0.061
C -0.6891 3.4816 2.0248 -0.061
C -0.4006 2.5070 -0.2671 -0.055
C -0.5993 2.3176 1.0973 -0.293
C -0.3450 1.4239 -1.1324 -0.085
C -0.4873 0.1293 -0.6464 -0.101
C -0.6298 1.0225 1.5817 -0.051
C -0.5257 -0.0756 0.7181 -0.085
H -0.2811 3.5257 -0.6378 0.113
H -0.2584 1.5950 -2.1969 0.100
H -1.0769 4.3760 1.5484 0.073
H 0.2875 3.7701 2.4125 0.082
H -0.6178 -0.7008 -1.3316 0.092
H -0.7541 0.8138 2.6348 0.108
H -0.5590 -1.0540 1.1709 0.088
H -1.3034 3.2888 2.9023 0.077